Entry from OMol25: 2 unconnected molecules or ions with the total composition C4H5ClSSi at a distorted geometry (wB97M-V/def2-TZVPD).

The geometry in XYZ format:
```
12
Properties=species:S:1:pos:R:3:mulliken_charge:R:1
Cl 3.95862 0.40140 -0.06219 -0.63
S -1.71033 -1.01304 -0.23593 -0.10
Si 1.31618 -1.77636 0.09956 0.46
C 0.04571 0.83855 0.11653 -0.15
C -2.22573 0.61918 -0.19841 -0.28
C -1.19487 1.48664 -0.00683 -0.60
C -0.04177 -0.53014 0.01449 0.19
H -3.26628 0.83539 -0.33530 0.39
H -1.31678 2.55126 0.04546 0.37
H 1.95060 -2.09995 1.36202 0.01
H 1.49637 -2.64910 -1.05098 0.00
H 0.98827 1.33617 0.25157 0.35
```

Results
Net charge: 0
HOMO level (spin up / spin down), eV: -8.8 / -8.8
E_LUMO (spin up / spin down), eV: -2.17 / -2.17
HOMO-LUMO gap (spin up / spin down), eV: 6.61 / 6.61
Multiplicity: 1